[1]
The following is a quantum chemistry calculation of C4H10N5O as an isolated structure, from the Open Molecules 2025 dataset.

Output
HOMO level = -12.26 eV
E_LUMO = -3.374 eV
Relative energy (zero: lowest compared OMol25 entry of this formula, charge and spin) = 32.27 kcal per mole

Structure (ORCA input):
```
! RIJCOSX wB97M-V def2-TZVPD def2/J DEFGRID3
* xyz 1 1
C 0.17 -1.70 -0.10
C -0.90 -0.91 0.22
C 1.63 0.20 -0.13
C -0.74 0.53 0.46
N 1.48 -1.14 -0.20
N 0.62 1.04 0.23
N -2.18 -1.32 0.12
N 2.89 0.71 -0.15
N -1.47 1.08 1.42
O -1.26 1.18 -1.25
H 0.32 -2.77 -0.32
H 2.28 -1.73 -0.22
H 0.75 1.99 -0.10
H -2.32 -2.33 0.29
H -2.74 -0.88 -0.55
H 3.62 0.07 -0.23
H 3.12 1.61 -0.47
H -1.47 2.10 1.49
H -2.16 0.47 1.88
H -0.91 0.64 -1.95
*
```

=====

[2]
The following is a quantum chemistry calculation of an isolated ion of composition C4H10NO and charge -1, from the Open Molecules 2025 dataset.

Output
HOMO level = -2.25 eV
E_LUMO = 3.991 eV
Relative energy (zero: lowest compared OMol25 entry of this formula, charge and spin) = 16.32 kcal per mole
Structure (SMILES) = CN[C@@H](C)C[O-]

Structure (ORCA input):
```
! RIJCOSX wB97M-V def2-TZVPD def2/J DEFGRID3
* xyz -1 1
C 1.92 -0.05 0.49
N 0.65 0.55 0.87
C -0.46 0.54 -0.16
C -0.18 -0.35 -1.36
C -1.78 0.13 0.54
O -2.90 0.38 -0.15
H 2.38 -0.36 1.44
H 2.61 0.65 0.02
H 1.82 -0.96 -0.11
H 0.28 0.02 1.66
H -0.50 1.59 -0.48
H -1.09 -0.34 -1.97
H 0.63 0.04 -1.97
H 0.02 -1.39 -1.11
H -1.57 -0.99 0.70
H -1.83 0.55 1.58
*
```

=====

[3]
The following is a quantum chemistry calculation of an isolated ion of composition C4H10NO and charge -1, from the Open Molecules 2025 dataset.

Output
HOMO level = -2.42 eV
E_LUMO = 4.328 eV
Relative energy (zero: lowest compared OMol25 entry of this formula, charge and spin) = 8.95 kcal per mole
Structure (SMILES) = CC(C)NC[O-]

Structure (ORCA input):
```
! RIJCOSX wB97M-V def2-TZVPD def2/J DEFGRID3
* xyz -1 1
C -1.42 -1.12 -0.16
C -0.11 -0.91 0.55
C -0.16 0.03 1.78
N 0.95 -0.54 -0.42
C 0.61 0.72 -1.23
O 0.32 1.81 -0.51
H -1.79 -0.15 -0.54
H -2.18 -1.46 0.57
H -1.42 -1.76 -1.05
H 0.20 -1.92 0.90
H -0.25 1.04 1.35
H 0.81 -0.05 2.27
H -0.97 -0.22 2.46
H 1.67 -0.17 0.20
H -0.25 0.32 -1.80
H 1.39 0.94 -1.99
*
```